# 1
{"formula": "C47H103FIN10O7Si", "method": "wB97M-V/def2-TZVPD", "charge": 1, "symbols": ["C", "C", "C", "C", "C", "C", "C", "C", "C", "C", "C", "C", "C", "C", "C", "C", "C", "C", "C", "C", "N", "C", "C", "F", "I", "N", "Si", "C", "C", "C", "C", "N", "H", "H", "H", "H", "H", "H", "H", "H", "H", "H", "H", "H", "H", "H", "H", "H", "H", "H", "H", "H", "H", "H", "H", "H", "H", "H", "H", "H", "H", "H", "H", "H", "H", "H", "H", "H", "H", "H", "H", "H", "H", "H", "H", "H", "H", "H", "H", "H", "H", "H", "H", "H", "H", "H", "C", "C", "O", "N", "C", "H", "H", "H", "H", "H", "H", "H", "C", "C", "O", "N", "C", "H", "H", "H", "H", "H", "H", "H", "C", "C", "O", "N", "C", "H", "H", "H", "H", "H", "H", "H", "C", "C", "O", "N", "C", "H", "H", "H", "H", "H", "H", "H", "C", "C", "O", "N", "C", "H", "H", "H", "H", "H", "H", "H", "C", "C", "O", "N", "C", "H", "H", "H", "H", "H", "H", "H", "C", "C", "O", "N", "C", "H", "H", "H", "H", "H", "H", "H"], "coordinates": [[-5.318, -0.381, 2.910], [-3.771, -0.035, 2.885], [-3.038, -1.057, 1.922], [-2.692, -0.395, 0.530], [-3.891, 0.383, -0.133], [-3.804, 0.519, -1.699], [-2.401, 0.965, -2.257], [-2.287, 2.494, -2.630], [-2.841, 3.491, -1.540], [-1.761, 4.548, -1.042], [-0.468, 3.864, -0.464], [-0.595, 3.509, 1.075], [0.404, 2.332, 1.443], [1.282, 2.618, 2.743], [2.726, 2.071, 2.418], [3.655, 1.838, 3.671], [4.777, 0.808, 3.213], [5.548, 1.300, 1.898], [5.494, 0.236, 0.730], [4.548, 0.621, -0.473], [3.143, 0.107, -0.376], [2.712, 0.129, -1.811], [3.097, -1.322, -2.348], [4.128, -1.399, -3.290], [1.378, -2.126, -3.426], [3.206, -2.179, -1.159], [4.595, -3.332, -1.043], [6.309, -2.560, -1.302], [4.270, -4.730, -2.300], [4.626, -4.145, 0.705], [2.989, -1.292, -0.076], [2.646, -1.557, 1.168], [-5.838, -0.145, 1.952], [-5.788, 0.247, 3.711], [-5.399, -1.466, 3.193], [-3.556, 1.002, 2.527], [-3.331, -0.118, 3.918], [-2.048, -1.308, 2.407], [-3.584, -2.026, 1.790], [-1.888, 0.372, 0.742], [-2.239, -1.131, -0.190], [-4.819, -0.225, 0.083], [-4.050, 1.356, 0.403], [-4.155, -0.437, -2.165], [-4.550, 1.306, -2.012], [-1.531, 0.705, -1.602], [-2.245, 0.394, -3.218], [-2.786, 2.666, -3.616], [-1.189, 2.693, -2.808], [-3.234, 2.991, -0.620], [-3.711, 4.036, -2.005], [-1.570, 5.252, -1.888], [-2.269, 5.124, -0.217], [-0.235, 2.890, -0.982], [0.398, 4.546, -0.670], [-0.346, 4.373, 1.738], [-1.628, 3.147, 1.312], [1.088, 2.210, 0.551], [-0.114, 1.334, 1.548], [1.352, 3.720, 2.925], [0.899, 2.080, 3.646], [3.213, 2.818, 1.740], [2.598, 1.073, 1.913], [4.082, 2.765, 4.118], [3.024, 1.316, 4.444], [5.509, 0.699, 4.062], [4.360, -0.218, 3.031], [6.628, 1.365, 2.214], [5.260, 2.333, 1.591], [5.295, -0.764, 1.189], [6.536, 0.176, 0.304], [5.082, 0.346, -1.421], [4.465, 1.745, -0.485], [3.119, 1.003, -2.375], [1.595, 0.164, -1.940], [6.674, -1.952, -0.428], [6.430, -1.993, -2.261], [7.036, -3.423, -1.372], [3.265, -5.168, -2.088], [4.260, -4.241, -3.313], [5.099, -5.470, -2.207], [5.451, -4.910, 0.664], [3.671, -4.668, 0.958], [4.860, -3.371, 1.492], [2.006, -0.925, 1.655], [3.003, -2.335, 1.721], [-7.654, -1.670, -4.960], [-6.753, -0.985, -3.967], [-5.547, -0.873, -4.150], [-7.318, -0.484, -2.836], [-8.711, -0.517, -2.436], [-7.062, -2.016, -5.803], [-8.135, -2.534, -4.500], [-8.408, -0.972, -5.329], [-6.653, -0.041, -2.220], [-9.059, 0.510, -2.304], [-8.787, -1.042, -1.481], [-9.335, -1.017, -3.171], [-5.570, -3.398, 0.036], [-6.903, -4.093, 0.137], [-7.952, -3.471, 0.218], [-6.915, -5.452, 0.136], [-5.789, -6.361, 0.049], [-5.724, -2.321, 0.049], [-4.941, -3.669, 0.886], [-5.076, -3.665, -0.900], [-7.841, -5.844, 0.207], [-5.919, -6.992, -0.833], [-5.783, -6.995, 0.939], [-4.843, -5.833, -0.023], [1.888, 4.076, 6.599], [2.812, 3.013, 7.129], [3.980, 2.924, 6.771], [2.311, 2.132, 8.036], [0.969, 2.072, 8.581], [2.427, 4.700, 5.889], [1.042, 3.618, 6.084], [1.534, 4.705, 7.411], [2.985, 1.449, 8.347], [1.028, 2.179, 9.666], [0.539, 1.096, 8.345], [0.330, 2.853, 8.177], [-6.931, -3.849, -10.209], [-7.142, -3.166, -8.884], [-7.812, -3.671, -7.994], [-6.558, -1.951, -8.697], [-5.737, -1.197, -9.623], [-7.454, -4.803, -10.207], [-7.332, -3.236, -11.018], [-5.868, -4.038, -10.372], [-6.742, -1.553, -7.790], [-4.761, -1.027, -9.163], [-6.213, -0.232, -9.806], [-5.604, -1.717, -10.567], [4.203, -10.051, -1.876], [4.832, -8.684, -1.854], [4.338, -7.732, -2.444], [5.986, -8.528, -1.149], [6.719, -9.524, -0.391], [3.296, -10.018, -2.475], [4.887, -10.774, -2.324], [3.939, -10.362, -0.864], [6.349, -7.588, -1.180], [6.786, -9.192, 0.647], [7.727, -9.602, -0.803], [6.239, -10.497, -0.427], [1.237, 7.971, 7.101], [-0.020, 7.144, 7.159], [-0.077, 6.013, 6.691], [-1.113, 7.689, 7.754], [-1.246, 8.999, 8.362], [2.017, 7.403, 6.598], [1.059, 8.888, 6.536], [1.578, 8.211, 8.109], [-1.915, 7.077, 7.755], [-1.526, 8.870, 9.409], [-2.041, 9.542, 7.848], [-0.325, 9.571, 8.305], [7.013, 5.868, -2.907], [5.663, 5.211, -2.793], [4.633, 5.856, -2.686], [5.611, 3.849, -2.811], [6.706, 2.906, -2.929], [6.889, 6.948, -2.877], [7.650, 5.569, -2.073], [7.484, 5.600, -3.855], [4.674, 3.486, -2.731], [6.538, 2.293, -3.817], [6.703, 2.264, -2.044], [7.669, 3.403, -3.010]], "forces_ev_per_angstrom": [[0.796, 0.683, 0.929], [-0.304, -0.957, -0.512], [1.080, 0.631, -0.062], [0.170, 0.643, 0.251], [-0.473, -1.004, 0.123], [0.069, 0.621, 0.566], [-0.088, 0.023, -1.033], [0.311, -0.358, 0.270], [0.242, 0.503, -0.156], [-0.929, -0.634, 0.023], [-0.339, 0.163, 0.203], [0.375, -0.853, -0.242], [0.218, 0.469, 0.181], [0.681, -0.610, -1.158], [-0.240, 0.467, 1.201], [-0.483, -1.484, -0.910], [0.297, 1.150, 0.360], [0.761, -0.970, 1.102], [0.549, 1.011, -0.077], [1.711, 0.392, 1.744], [-1.298, -1.170, -2.651], [-1.082, -0.425, -0.428], [-1.241, 0.234, -1.302], [-0.361, 0.159, 1.744], [0.181, 0.044, -0.069], [0.645, 2.879, 2.000], [1.103, -2.707, -0.077], [0.642, 0.111, 0.045], [-0.094, 1.540, 0.201], [-0.253, 0.676, -0.069], [1.479, 0.894, -1.109], [0.127, -0.645, 0.313], [0.496, -0.416, 0.713], [0.141, -0.680, -0.663], [-0.249, 1.063, -0.402], [-0.329, -0.750, 0.347], [-0.603, 0.023, -0.930], [-0.899, 0.011, -0.530], [0.228, 0.959, 0.191], [-0.651, -0.784, -0.298], [-0.539, 0.496, 0.637], [0.794, 0.663, -0.254], [0.243, -0.774, -0.634], [0.527, 0.810, 0.337], [0.608, -0.791, 0.184], [-0.866, 0.045, -0.193], [-0.007, 0.508, 0.932], [0.241, -0.099, 0.860], [-1.075, -0.048, 0.101], [0.325, 0.069, -0.921], [0.817, -0.374, 0.675], [0.198, -0.519, 0.720], [0.671, -0.298, -0.806], [-0.379, 0.984, 0.247], [-0.536, -0.651, 0.465], [-0.426, -0.516, -0.664], [0.655, 0.590, -0.272], [-0.419, 0.126, 0.999], [0.328, 1.024, -0.057], [-0.223, -0.945, 0.072], [0.085, 0.636, -0.685], [-0.459, -0.885, 0.178], [0.272, 1.076, 0.223], [-0.322, -0.724, -0.382], [0.690, 0.673, -0.439], [-0.631, 0.044, -0.883], [0.064, 0.918, 0.157], [-1.002, 0.067, -0.473], [0.055, -0.932, 0.090], [-0.004, 0.673, -0.588], [-1.078, -0.010, 0.268], [-0.864, -0.262, 0.587], [-0.118, -1.120, 0.012], [-0.057, -1.020, 0.413], [1.078, 0.223, 0.595], [-0.462, -0.445, -0.941], [-0.188, -0.359, 0.900], [-0.838, 0.675, 0.063], [0.944, 0.030, -0.301], [0.045, -0.798, 0.722], [-0.903, 0.412, -0.285], [-0.751, 0.802, 0.166], [0.766, 0.365, -0.183], [-0.011, -0.961, -0.526], [0.898, 0.326, -0.220], [-0.597, -0.306, -0.693], [0.043, 0.059, -0.040], [0.259, 0.150, 0.194], [-0.032, -0.084, -0.129], [0.050, -0.203, -0.411], [0.287, 0.200, 0.413], [0.027, -0.067, 0.175], [-0.139, 0.064, -0.115], [-0.124, -0.141, 0.065], [-0.058, -0.009, 0.004], [-0.216, -0.089, -0.023], [-0.223, -0.044, -0.061], [0.117, 0.014, -0.006], [0.081, 0.062, -0.044], [-0.500, 0.023, 0.021], [0.140, 0.088, -0.043], [0.223, 0.347, 0.000], [-0.506, -0.197, 0.034], [-0.123, -0.105, 0.017], [0.105, -0.052, -0.123], [0.129, -0.025, 0.101], [0.040, -0.007, -0.009], [0.246, -0.064, 0.037], [0.234, -0.067, -0.072], [-0.100, 0.047, 0.002], [0.393, -0.330, 0.054], [0.345, -0.032, -0.158], [-0.044, -0.029, -0.001], [-0.014, 0.213, -0.265], [0.345, -0.311, 0.154], [0.039, -0.094, 0.073], [-0.143, 0.185, 0.154], [-0.174, -0.110, -0.113], [-0.035, 0.039, 0.036], [-0.253, 0.030, -0.010], [-0.223, 0.095, 0.081], [0.117, -0.006, -0.028], [-0.020, -0.099, -0.076], [-0.221, -0.052, 0.422], [0.113, 0.065, -0.139], [-0.087, -0.348, -0.266], [-0.100, 0.198, 0.490], [-0.001, 0.103, 0.123], [0.159, -0.025, -0.057], [-0.036, 0.085, -0.145], [0.045, 0.060, -0.055], [0.073, 0.073, -0.226], [0.165, 0.023, -0.196], [-0.061, -0.031, 0.088], [-0.088, -0.044, -0.039], [-0.069, 0.318, -0.171], [0.098, -0.223, 0.143], [-0.376, -0.209, -0.112], [0.225, 0.483, -0.010], [0.097, 0.120, 0.022], [-0.035, -0.075, 0.148], [0.099, -0.137, -0.049], [0.064, -0.070, -0.011], [0.070, -0.243, 0.047], [0.009, -0.214, 0.133], [-0.034, 0.100, -0.050], [0.107, -0.028, -0.043], [-0.358, -0.257, -0.076], [-0.174, 0.377, -0.006], [0.441, -0.021, -0.126], [-0.417, -0.304, 0.012], [-0.131, -0.039, 0.023], [0.065, 0.061, 0.144], [-0.007, 0.160, -0.068], [0.006, 0.049, 0.006], [0.061, 0.242, 0.019], [0.093, 0.196, 0.117], [-0.021, -0.102, -0.037], [0.070, 0.048, -0.012], [-0.467, 0.338, 0.045], [0.140, -0.099, 0.012], [0.264, 0.114, 0.069], [-0.619, -0.147, -0.001], [-0.123, -0.107, 0.009], [0.104, -0.037, -0.128], [0.124, -0.041, 0.105], [0.017, 0.053, -0.067], [0.289, -0.103, 0.031], [0.298, -0.100, -0.059], [-0.099, 0.043, 0.019]]}



# 2
{"formula": "CH5IOSi", "method": "wB97M-V/def2-TZVPD", "relative_energy_kj_mol": 375.18, "symbols": ["C", "O", "Si", "I", "H", "H", "H", "H", "H"], "coordinates": [[-0.520, -0.306, -1.003], [-0.545, 0.781, 2.234], [0.825, 0.379, 0.082], [2.213, -1.605, 0.740], [-0.722, -1.243, -0.664], [-1.505, 0.350, -0.989], [-0.251, -0.194, -2.078], [-1.414, 0.556, 2.030], [1.920, 1.281, -0.354]], "forces_ev_per_angstrom": [[-1.280, 5.173, -1.793], [4.625, 0.454, -1.935], [-1.112, -1.419, 2.886], [-0.566, 0.827, -0.114], [-0.600, -2.785, 0.600], [1.915, -1.258, 0.447], [0.166, -0.706, 0.684], [-2.407, -0.699, -0.988], [-0.742, 0.413, 0.213]]}



Number 1: energy -98334.412 eV, maximum force 3.56 eV Å⁻¹, LUMO level -3.875 eV. Number 2: energy -19142.095 eV, maximum force 5.62 eV Å⁻¹, LUMO level -1.015 eV.